Record 1
{"formula": "C12H12N2O5", "method": "ωB97M-V with the def2-TZVPD basis set", "symbols": ["O", "O", "O", "O", "O", "N", "N", "C", "C", "C", "C", "C", "C", "C", "C", "C", "C", "C", "C", "H", "H", "H", "H", "H", "H", "H", "H", "H", "H", "H", "H"], "xyz": [[0.297, 0.790, -4.982], [-0.424, 0.529, -2.784], [-1.958, 0.618, 5.799], [-2.024, 2.574, 4.693], [2.214, -2.247, 1.577], [-1.701, 1.344, 4.829], [0.733, 0.116, -2.182], [1.446, -1.472, 1.003], [0.433, -0.761, 1.789], [-1.489, -0.676, -4.639], [0.616, -0.714, -1.237], [0.441, 0.624, 1.927], [-0.282, 1.337, 2.848], [-0.511, 0.312, -4.167], [1.684, -1.164, -0.383], [-0.584, -1.382, 2.626], [1.845, 1.014, -2.194], [-1.333, -0.582, 3.537], [-1.197, 0.725, 3.640], [-0.653, -2.413, 2.743], [-2.128, -0.986, 4.130], [-1.814, -0.340, -5.624], [1.582, 2.005, -1.759], [1.940, 1.352, -3.201], [2.561, -1.405, -1.015], [-0.396, -1.055, -1.053], [-1.040, -1.703, -4.813], [-2.184, -0.926, -3.845], [-0.039, 2.338, 3.105], [1.145, 1.274, 1.316], [2.821, 0.874, -1.683]], "atomic_forces_ev_per_a": [[-2.19, -0.68, 3.08], [-1.15, 0.41, -0.56], [0.66, 1.73, -1.29], [1.18, -3.11, 1.06], [-0.52, 0.28, 0.51], [-2.93, 2.43, 0.40], [2.08, 1.13, -1.91], [2.10, -1.87, -1.01], [-3.39, 0.25, 2.27], [-0.23, -1.56, 0.33], [0.30, -3.09, 5.11], [1.85, 1.50, -1.80], [0.32, 0.84, 0.15], [4.21, 0.33, -3.00], [-2.17, 0.94, -2.90], [1.30, 2.95, 0.07], [0.61, 3.59, -0.50], [-0.58, -4.33, -1.64], [1.60, 1.14, 0.59], [-0.21, -1.70, -0.27], [0.10, -0.85, 0.35], [-0.67, -0.14, 0.37], [-0.69, -0.58, 0.37], [0.85, -0.29, -0.95], [0.02, 0.26, 1.41], [-0.31, 0.29, 0.25], [0.30, 1.35, 0.16], [-0.88, 0.48, -0.39], [0.14, 0.90, -0.40], [-0.69, -1.25, 0.74], [-1.03, -1.36, -0.59]], "fmax_ha_per_bohr": 0.116, "smiles": "CC(=O)ON(C)/C=C/C(=O)c1ccc([N+](=O)[O-])cc1", "orbital_gap_ha": 0.273, "lumo_ev": -0.8552, "e_homo_ev": -8.29, "energy_ev": -25848.219, "relative_energy_kj_mol": 619.6, "total_charge": 0, "spin_multiplicity": 1}

=====

Record 2
{"formula": "C5H11NO", "method": "ωB97M-V with the def2-TZVPD basis set", "symbols": ["O", "N", "C", "C", "C", "C", "C", "H", "H", "H", "H", "H", "H", "H", "H", "H", "H", "H"], "xyz": [[0.926, -2.896, 1.167], [0.022, -0.859, 0.634], [-0.556, 1.474, -1.401], [-0.074, 0.560, 0.878], [-1.105, 1.236, -0.025], [1.096, -1.496, 1.295], [-0.870, 0.799, -2.498], [2.095, -1.243, 0.885], [1.198, -1.175, 2.341], [-0.256, 0.780, 1.938], [-1.377, 2.202, 0.388], [-1.466, -0.104, -2.439], [-0.477, 1.092, -3.467], [-1.992, 0.607, -0.062], [0.190, 2.257, -1.411], [1.762, -3.292, 1.449], [0.008, -1.037, -0.361], [0.877, 1.096, 0.689]], "atomic_forces_ev_per_a": [[0.21, -0.08, 0.31], [-0.73, 0.39, 0.19], [-0.08, -0.16, 0.17], [0.61, 0.98, 0.25], [0.07, -0.65, -0.04], [1.23, -0.19, -0.12], [0.37, 0.03, 0.09], [-0.08, 0.10, -0.33], [-0.71, -0.02, 0.05], [-0.34, -0.39, -0.13], [-0.10, 0.12, 0.20], [-0.38, 0.21, -0.13], [0.07, -0.21, 0.12], [-0.19, 0.01, -0.02], [-0.03, 0.30, -0.39], [-0.30, -0.07, -0.14], [0.23, -0.17, -0.02], [0.14, -0.20, -0.05]], "fmax_ha_per_bohr": 0.024, "smiles": "C=CCCNCO", "orbital_gap_ha": 0.361, "lumo_ev": 0.9760, "e_homo_ev": -8.86, "energy_ev": -8899.708, "relative_energy_kj_mol": 191.9, "total_charge": 0, "spin_multiplicity": 1}

=====

Record 3
{"formula": "C22H65Li4N7O14", "method": "ωB97M-V with the def2-TZVPD basis set", "symbols": ["O", "O", "O", "O", "O", "O", "O", "O", "O", "O", "O", "O", "O", "O", "N", "N", "N", "N", "N", "N", "N", "C", "C", "C", "C", "C", "C", "C", "C", "C", "C", "C", "C", "C", "C", "C", "C", "C", "C", "C", "C", "C", "C", "Li", "Li", "Li", "Li", "H", "H", "H", "H", "H", "H", "H", "H", "H", "H", "H", "H", "H", "H", "H", "H", "H", "H", "H", "H", "H", "H", "H", "H", "H", "H", "H", "H", "H", "H", "H", "H", "H", "H", "H", "H", "H", "H", "H", "H", "H", "H", "H", "H", "H", "H", "H", "H", "H", "H", "H", "H", "H", "H", "H", "H", "H", "H", "H", "H", "H", "H", "H", "H", "H"], "xyz": [[-4.585, 2.094, -2.578], [0.070, 0.582, 1.875], [4.604, 1.227, -3.692], [-1.891, -2.460, 1.721], [0.922, 3.320, 2.227], [-0.604, 5.295, 0.411], [2.279, 5.343, -0.139], [-2.224, 0.978, 6.362], [-2.154, 0.722, -3.584], [-3.579, 4.461, -0.773], [1.331, -4.651, -2.586], [-3.014, -5.516, -2.551], [-0.567, 1.988, -0.916], [2.661, -1.019, 3.022], [-5.397, 4.395, 0.565], [0.784, -3.051, 2.644], [3.802, 3.613, -2.319], [-3.475, 4.531, 1.359], [-0.942, -3.739, -1.039], [-2.193, -0.150, 4.487], [-0.771, 1.413, 4.757], [2.535, -2.034, 3.962], [5.615, 2.152, -3.311], [-4.155, 4.495, 0.297], [0.274, -5.452, -2.484], [-1.383, 1.156, -0.158], [1.837, 4.914, -1.506], [-2.005, -3.295, -2.000], [2.639, 6.671, -0.007], [-0.325, -2.940, 3.605], [-0.453, -5.165, -1.098], [-3.215, -4.226, -2.067], [-3.193, -2.713, 1.316], [4.919, 3.555, -3.263], [2.094, -3.251, 3.252], [3.101, 4.847, -2.482], [-1.234, 0.917, 1.375], [5.199, -0.029, -3.651], [2.227, -4.972, -3.601], [-1.758, -3.237, 2.967], [-4.102, -6.439, -2.327], [2.860, 0.289, 3.660], [-1.771, 0.737, 5.290], [-0.747, 2.257, -2.960], [0.984, 2.117, 0.401], [1.096, -1.178, 1.654], [0.711, 0.155, -1.690], [-2.442, 1.279, -0.384], [0.293, 5.621, 0.348], [-1.952, 0.192, 1.758], [-0.474, -2.032, 4.189], [-3.779, -1.870, 1.681], [-1.531, -3.443, -2.970], [2.175, 7.450, -0.611], [-3.657, -3.639, 1.655], [4.785, -0.781, -4.323], [3.535, -2.196, 4.364], [6.186, -0.187, -4.085], [4.646, 3.911, -4.257], [-0.385, 1.101, 3.877], [-4.288, -6.526, -1.256], [2.656, -5.973, -3.638], [-2.618, -3.089, 3.619], [-5.834, 4.708, 1.420], [-4.858, -6.245, -3.087], [3.130, -4.367, -3.682], [5.165, -0.467, -2.654], [-1.326, -5.813, -1.019], [-4.038, -3.806, -2.645], [-1.850, -4.279, 2.661], [3.261, 1.018, 2.956], [-2.483, 4.575, 1.169], [0.909, 2.438, 2.597], [-3.029, -0.631, 4.786], [-1.679, -0.075, -3.352], [1.713, -4.740, -4.534], [0.480, -6.522, -2.448], [0.369, 3.835, 2.814], [4.175, 3.593, -1.380], [3.551, 0.240, 4.501], [-0.166, -3.700, 4.370], [2.116, -4.180, 3.823], [1.933, 0.787, 3.942], [6.237, 2.093, -2.417], [-4.181, 2.866, -2.181], [1.075, 5.605, -1.870], [3.828, 5.618, -2.227], [-0.410, -5.255, -3.309], [2.538, 6.771, 1.074], [-3.665, 4.595, 2.349], [-5.902, 4.129, -0.268], [-3.239, -2.626, 0.230], [6.338, 2.267, -4.119], [-3.774, -7.472, -2.448], [-1.285, 0.111, -0.456], [-2.706, 0.467, -4.323], [5.773, 4.194, -3.040], [1.935, -1.833, 4.849], [3.665, 6.919, -0.278], [1.329, 3.958, -1.377], [-0.498, 2.247, 5.258], [-1.814, -0.094, 3.552], [0.615, -3.814, 2.004], [0.117, -5.311, -0.181], [-0.617, 4.519, -0.150], [2.731, 4.994, -3.497], [-3.577, -4.252, -1.039], [-2.186, -2.234, -1.826], [2.665, -3.426, 2.340], [-3.857, 1.628, -2.990], [-1.039, -3.420, -0.086], [-1.587, 1.860, 1.794]], "atomic_forces_ev_per_a": [[-0.16, -0.39, -0.20], [0.30, 0.07, -1.89], [1.42, -0.24, 0.63], [1.03, -1.39, 2.05], [0.52, -0.24, -0.66], [-0.45, 0.04, 0.20], [-1.51, -2.20, -2.69], [-1.19, 0.44, 2.73], [1.06, 0.58, 0.37], [0.07, -0.60, -2.74], [3.39, 1.75, 0.98], [1.10, -0.92, -0.22], [2.49, -0.26, -0.88], [-0.67, 2.73, -0.30], [-5.74, -0.57, -1.74], [-1.21, 1.42, -0.22], [0.22, -1.01, -0.74], [6.52, 0.53, 5.43], [0.42, 0.19, -0.44], [-2.25, -4.54, -3.21], [2.65, 2.16, -0.61], [1.55, -0.97, 1.27], [-1.50, 3.21, -1.52], [0.97, -0.13, -0.95], [-2.92, -1.15, 2.31], [-1.31, -2.53, 0.54], [2.36, 1.39, 0.64], [1.95, -2.50, -0.24], [1.27, 1.30, 0.76], [-2.26, -1.29, 0.08], [-1.13, 1.37, -1.31], [-1.73, 0.76, 1.11], [-1.47, 1.66, -1.23], [1.36, -1.19, 0.06], [-0.62, -1.01, -1.40], [-1.82, 0.40, 1.50], [0.97, 1.64, 0.39], [0.03, -2.56, -0.51], [0.32, 0.30, -1.82], [2.33, 0.31, -0.96], [1.32, -0.08, 0.01], [-0.03, 0.17, -0.62], [0.91, 2.55, 1.99], [-0.97, 0.34, 0.79], [-0.91, 0.66, 0.99], [-0.54, 0.32, 1.04], [-0.52, 0.25, 0.64], [-0.24, 0.72, 0.22], [0.48, 0.05, 0.18], [-0.29, -0.33, -0.93], [0.82, 0.53, -0.58], [-0.63, -0.12, 0.17], [0.14, 0.60, -0.38], [-1.34, -0.36, 0.15], [0.34, -0.18, -0.07], [-1.45, 0.28, -0.01], [0.18, -0.30, 0.21], [0.78, 1.25, 0.51], [-0.58, -0.47, -0.02], [0.34, 0.53, 0.01], [-1.11, 0.96, 0.05], [-0.68, -0.47, 0.40], [0.31, 0.60, 0.34], [0.06, -0.26, -0.44], [-0.62, 0.08, 0.78], [-0.22, 0.65, 0.94], [0.24, 0.07, 0.22], [0.19, -0.33, -0.17], [-0.08, 0.64, -0.17], [0.32, -0.29, 0.02], [0.44, -0.54, -0.43], [0.08, 0.41, 0.24], [-0.24, -0.68, 0.39], [0.12, -0.15, -0.63], [-0.30, -0.60, 0.09], [-0.01, -0.52, -0.53], [0.39, -0.22, -0.30], [-0.25, 0.43, -0.11], [0.11, -0.04, 0.20], [-0.11, -0.29, -0.01], [-0.20, -0.28, 0.24], [0.17, 0.17, 0.52], [-0.35, -0.73, 0.46], [-0.63, -1.23, 0.58], [0.10, 0.77, 0.47], [0.12, 0.32, -0.04], [-0.55, 0.88, -0.13], [-0.46, -0.30, -0.08], [0.00, 1.01, -0.13], [-0.91, -0.08, -0.52], [-0.99, 0.40, 0.50], [-0.06, -0.29, 0.02], [0.17, -0.35, -0.21], [0.64, 0.16, -0.88], [0.52, -1.14, -0.93], [-0.26, 0.02, -0.58], [-0.06, 0.66, 0.59], [-0.53, 0.51, -0.25], [0.62, -0.71, 0.19], [0.34, -0.33, 0.00], [0.31, -0.27, -0.30], [-0.83, -0.76, 0.07], [-0.28, -0.15, 0.03], [0.62, -0.11, -0.42], [-0.22, -0.25, -0.23], [0.25, -0.16, -0.12], [-0.34, -0.37, 0.30], [-0.57, -0.16, 0.02], [0.95, 0.00, 0.38], [-0.05, -0.06, 0.15], [-0.53, -0.04, -0.05], [0.23, 0.43, 0.59]], "fmax_ha_per_bohr": 0.165, "orbital_gap_ha": 0.204, "lumo_ev": -7.3154, "e_homo_ev": -12.88, "energy_ev": -63768.120, "total_charge": 2, "spin_multiplicity": 1}

=====

Record 4
{"formula": "C3H16NO4", "method": "ωB97M-V with the def2-TZVPD basis set", "symbols": ["O", "O", "O", "O", "N", "C", "C", "C", "H", "H", "H", "H", "H", "H", "H", "H", "H", "H", "H", "H", "H", "H", "H", "H"], "xyz": [[1.707, 5.130, -0.245], [-0.329, -0.378, -1.411], [1.619, 1.979, 0.786], [1.336, -0.566, 1.115], [0.507, -2.730, -0.521], [-0.967, -2.423, -0.275], [-2.208, -0.217, 0.106], [-1.479, -1.107, -0.948], [-1.182, -2.301, 0.794], [1.334, 5.946, -0.557], [0.528, -2.756, -1.503], [1.513, 4.958, 0.672], [1.124, -2.085, -0.073], [1.462, 0.387, 1.028], [1.632, -0.663, 2.076], [2.308, 2.319, 0.182], [1.161, 2.785, 1.088], [0.108, 0.073, -0.682], [-2.035, -1.160, -1.814], [-2.741, 0.628, -0.315], [-1.616, 0.292, 0.850], [-1.636, -3.291, -0.649], [0.654, -3.760, -0.318], [-2.800, -1.061, 0.613]], "atomic_forces_ev_per_a": [[0.61, -1.45, -0.51], [-1.78, -0.30, -0.46], [0.08, 0.90, -0.56], [0.14, -1.26, 1.84], [-3.22, -2.97, 0.20], [-1.29, -1.25, 0.86], [-0.78, -1.14, 0.93], [2.76, 1.94, 0.67], [0.63, -0.31, -0.24], [-0.36, 0.56, 0.31], [1.13, 0.45, -2.05], [-0.24, 0.91, 0.33], [1.19, 0.97, 0.93], [0.26, 1.13, -0.36], [-0.59, -0.34, -1.75], [-0.28, -0.13, 0.33], [0.16, -0.53, -0.09], [0.99, 0.40, 1.20], [-1.33, -1.05, -1.85], [-0.56, -0.47, -0.71], [0.81, -0.47, 0.53], [1.28, 1.36, 0.34], [0.26, 1.39, 0.57], [0.15, 1.66, -0.47]], "fmax_ha_per_bohr": 0.085, "orbital_gap_ha": [0.346, 0.094], "lumo_ev": [-7.1925, -14.0401], "e_homo_ev": [-16.60, -16.60], "energy_ev": -13029.570, "relative_energy_kj_mol": 181.9, "total_charge": 2, "spin_multiplicity": 2}

=====

Record 5
{"formula": "C3H12N3", "method": "ωB97M-V with the def2-TZVPD basis set", "symbols": ["N", "N", "N", "C", "C", "C", "H", "H", "H", "H", "H", "H", "H", "H", "H", "H", "H", "H"], "xyz": [[-0.509, -0.081, 0.969], [0.407, -1.433, -2.423], [1.826, -0.763, -0.694], [-0.816, 1.355, 1.307], [-1.987, 1.364, 2.274], [1.311, -0.630, -2.006], [-2.740, 0.693, 1.851], [0.321, -0.209, 0.334], [-0.419, -0.617, 1.818], [-0.239, -1.089, -3.165], [2.756, -0.350, -0.569], [0.112, 1.719, 1.761], [1.791, -1.715, -0.428], [-1.302, -0.438, 0.522], [-2.425, 2.363, 2.413], [-1.685, 0.964, 3.252], [-1.060, 1.898, 0.387], [1.770, 0.196, -2.588]], "atomic_forces_ev_per_a": [[0.84, 1.13, 0.00], [-0.56, 1.33, 1.09], [0.43, 1.15, -0.91], [0.42, 0.27, 0.47], [0.06, -0.17, 0.09], [-0.67, -0.21, -1.04], [-0.32, 0.23, 0.22], [0.08, -0.08, 0.30], [0.42, -0.28, 0.43], [1.59, -0.46, 0.08], [-0.45, -0.36, -0.07], [-0.30, 0.34, -0.23], [0.11, -1.24, 0.51], [-1.54, -1.00, -1.18], [0.26, -0.41, -0.12], [-0.14, 0.18, -0.20], [0.31, -0.27, 0.14], [-0.54, -0.13, 0.42]], "fmax_ha_per_bohr": 0.043, "orbital_gap_ha": 0.383, "lumo_ev": -3.1264, "e_homo_ev": -13.54, "energy_ev": -7769.357, "relative_energy_kj_mol": 122.9, "total_charge": 1, "spin_multiplicity": 1}

=====

Record 6
{"formula": "C10H16O", "method": "ωB97M-V with the def2-TZVPD basis set", "symbols": ["O", "C", "C", "C", "C", "C", "C", "C", "C", "C", "C", "H", "H", "H", "H", "H", "H", "H", "H", "H", "H", "H", "H", "H", "H", "H", "H"], "xyz": [[0.737, 1.515, -3.027], [0.883, -2.224, 2.456], [0.033, 1.885, -0.795], [1.899, -0.165, 1.444], [1.946, -1.687, 1.505], [0.177, 0.992, -1.953], [-1.364, -0.502, -0.849], [-0.687, -0.125, -1.911], [-0.796, 1.455, 0.251], [-1.527, 0.270, 0.253], [-2.068, -0.441, 1.501], [1.740, 0.368, 2.300], [0.520, 2.817, -0.730], [2.872, -2.266, 1.507], [1.769, -2.149, 0.455], [2.786, 0.237, 0.948], [-0.907, 2.109, 1.131], [-2.984, 0.016, 1.684], [-0.080, -1.812, 2.220], [1.074, -1.829, 3.484], [-1.374, -0.168, 2.396], [-1.926, -1.650, 1.546], [1.103, 0.399, 0.758], [-0.909, -0.877, -2.744], [-1.896, -1.536, -0.911], [0.879, -3.401, 2.619], [0.462, 0.866, -3.869]], "atomic_forces_ev_per_a": [[-0.07, -2.67, -4.75], [1.01, -1.86, 1.81], [-0.95, -3.10, -1.02], [-0.11, 0.58, -4.46], [-1.42, -1.61, -2.57], [-3.33, 1.51, 3.23], [-3.05, -3.23, 1.59], [2.25, -0.57, -4.59], [-0.21, 1.28, 0.49], [1.42, -1.29, 1.46], [3.60, -0.99, 1.32], [0.02, 0.84, 2.97], [0.59, 0.84, -0.15], [0.75, 1.00, 1.49], [-0.79, 1.20, 1.07], [0.36, -0.07, 0.36], [0.27, -0.24, -0.40], [-2.13, -0.21, 0.83], [-0.39, -0.36, -0.35], [0.07, -0.23, -0.57], [-1.23, -0.11, -1.38], [-1.15, 3.10, -0.76], [1.27, -2.33, 1.23], [1.25, 1.54, 0.40], [0.88, 1.96, 0.26], [-0.18, 2.44, -0.75], [1.29, 2.59, 3.23]], "fmax_ha_per_bohr": 0.106, "smiles": "Cc1ccc(O)cc1.CCC", "orbital_gap_ha": 0.328, "lumo_ev": 0.6399, "e_homo_ev": -8.28, "energy_ev": -12673.772, "relative_energy_kj_mol": 381.4, "total_charge": 0, "spin_multiplicity": 1}